Entry 1:
{"formula": "C22H27IN2NiOSSi", "method": "ωB97M-V/def2-TZVPD", "symbols": ["Ni", "C", "C", "C", "C", "C", "C", "N", "N", "Si", "C", "C", "C", "H", "H", "H", "H", "H", "H", "H", "H", "H", "H", "H", "H", "H", "H", "H", "O", "S", "C", "C", "C", "C", "C", "C", "C", "C", "C", "C", "C", "C", "H", "H", "H", "H", "H", "H", "H", "H", "H", "H", "I", "C", "H", "H"], "xyz": [[0.94, 0.18, -0.86], [4.10, -0.40, -2.88], [4.07, -0.58, -1.39], [5.22, -0.81, -0.66], [5.12, -0.92, 0.72], [3.89, -0.86, 1.34], [2.74, -0.71, 0.54], [2.88, -0.54, -0.79], [1.44, -0.66, 0.97], [0.90, -1.88, 2.07], [1.63, -3.54, 1.63], [-0.96, -2.07, 2.02], [1.34, -1.50, 3.85], [4.83, 0.36, -3.16], [3.12, -0.09, -3.24], [4.37, -1.33, -3.38], [6.18, -0.86, -1.16], [6.01, -1.05, 1.32], [3.79, -0.92, 2.42], [1.36, -3.82, 0.61], [1.28, -4.32, 2.31], [2.72, -3.51, 1.69], [-1.33, -2.33, 1.03], [-1.47, -1.16, 2.36], [-1.23, -2.87, 2.72], [2.38, -1.76, 4.07], [0.71, -2.06, 4.55], [1.20, -0.43, 4.06], [-0.71, 0.08, -2.08], [-1.57, -0.03, -0.80], [-3.26, -0.13, -1.40], [-3.53, -0.04, -2.75], [-4.85, -0.11, -3.17], [-5.87, -0.27, -2.25], [-5.58, -0.38, -0.89], [-4.27, -0.32, -0.46], [-1.69, 1.60, -0.11], [-1.36, 1.74, 1.23], [-1.38, 3.01, 1.79], [-1.72, 4.10, 1.01], [-2.05, 3.94, -0.34], [-2.03, 2.68, -0.90], [-2.71, 0.07, -3.45], [-5.08, -0.04, -4.23], [-6.90, -0.32, -2.58], [-6.38, -0.53, -0.18], [-4.03, -0.41, 0.59], [-1.03, 0.88, 1.80], [-1.11, 3.15, 2.83], [-1.73, 5.09, 1.45], [-2.31, 4.80, -0.94], [-2.27, 2.53, -1.95], [3.21, 2.78, -0.92], [1.30, 1.94, -1.22], [1.02, 2.14, -2.25], [0.65, 2.50, -0.54]], "lowdin_charge": [0.324, -0.045, -0.383, -0.060, -0.065, -0.034, -0.465, 0.057, -0.077, 0.339, -0.171, -0.195, -0.184, 0.075, 0.069, 0.083, 0.107, 0.107, 0.096, 0.034, 0.032, 0.025, 0.010, 0.011, 0.034, 0.018, 0.026, 0.027, -0.487, 1.028, -0.374, -0.070, -0.067, -0.077, -0.071, -0.076, -0.411, -0.074, -0.056, -0.063, -0.059, -0.065, 0.110, 0.107, 0.105, 0.108, 0.116, 0.090, 0.111, 0.108, 0.110, 0.123, 0.791, -0.705, -0.007, -0.038], "max_force_ev_per_a": 1.13, "homo_energy_ev": [-7.33, -7.33], "homo_lumo_gap_ha": [0.2680, 0.2671]}

=====

Entry 2:
{"formula": "C3H7NOS", "method": "ωB97M-V/def2-TZVPD", "symbols": ["C", "C", "C", "H", "H", "H", "H", "H", "H", "H", "N", "O", "S"], "xyz": [[0.18, 1.38, -1.27], [0.50, 0.10, -0.52], [-0.54, -0.27, 0.52], [-0.05, 2.26, -0.61], [1.03, 1.56, -1.93], [-0.67, 1.27, -1.96], [1.44, 0.20, 0.04], [1.04, -1.66, -0.94], [-1.61, -0.22, 0.15], [-0.50, -1.62, 3.69], [-0.09, -0.66, 1.67], [0.63, -0.95, -1.43], [-1.35, -1.38, 2.61]], "lowdin_charge": [-0.053, -0.487, -0.268, 0.099, 0.077, 0.086, 0.139, 0.097, 0.131, -0.122, -0.353, -0.017, 0.670], "max_force_ev_per_a": 2.85, "homo_energy_ev": -9.01, "smiles": "C[C@H](O)/C=N/S", "homo_lumo_gap_ha": 0.3623}

=====

Entry 3:
{"formula": "C10H38B2O5S5Sn", "method": "ωB97M-V/def2-TZVPD", "symbols": ["Sn", "B", "H", "H", "H", "H", "B", "H", "H", "H", "H", "C", "S", "O", "C", "H", "H", "H", "H", "H", "H", "C", "S", "O", "C", "H", "H", "H", "H", "H", "H", "C", "S", "O", "C", "H", "H", "H", "H", "H", "H", "C", "S", "O", "C", "H", "H", "H", "H", "H", "H", "C", "S", "O", "C", "H", "H", "H", "H", "H", "H"], "xyz": [[-36.37, 3.12, -24.96], [-39.79, 0.11, -24.61], [-40.64, -0.55, -24.59], [-38.84, -0.39, -24.70], [-39.87, 0.75, -25.48], [-39.79, 0.80, -23.78], [-40.70, 5.37, -24.10], [-40.07, 6.23, -24.26], [-41.58, 5.64, -23.54], [-40.95, 5.03, -25.09], [-40.15, 4.63, -23.55], [-30.02, 1.99, -22.21], [-30.05, 2.73, -23.93], [-31.49, 2.72, -24.42], [-29.65, 4.48, -23.49], [-30.64, 1.10, -22.11], [-30.19, 2.66, -21.37], [-28.99, 1.69, -21.99], [-29.16, 4.46, -22.52], [-30.51, 5.15, -23.49], [-28.86, 4.84, -24.16], [-39.26, 5.16, -31.33], [-40.01, 5.34, -29.68], [-39.06, 4.40, -28.94], [-39.40, 7.09, -29.43], [-39.38, 5.99, -32.02], [-39.53, 4.23, -31.81], [-38.22, 5.04, -31.02], [-38.32, 7.03, -29.51], [-39.60, 7.28, -28.38], [-39.96, 7.71, -30.14], [-35.89, -2.45, -27.32], [-34.30, -1.64, -27.79], [-34.62, -0.13, -27.55], [-33.32, -2.11, -26.32], [-36.09, -2.67, -26.27], [-35.96, -3.41, -27.85], [-36.83, -1.93, -27.48], [-33.41, -3.19, -26.17], [-33.55, -1.60, -25.39], [-32.23, -2.08, -26.44], [-32.16, 5.25, -29.63], [-33.92, 5.82, -29.61], [-34.35, 6.12, -28.17], [-33.76, 7.40, -30.48], [-31.83, 5.12, -30.66], [-32.05, 4.29, -29.13], [-31.56, 5.94, -29.05], [-32.86, 7.89, -30.12], [-34.69, 7.95, -30.33], [-33.78, 7.16, -31.55], [-35.86, -2.14, -21.18], [-35.38, -0.54, -20.40], [-35.25, 0.37, -21.58], [-37.09, -0.04, -19.79], [-34.95, -2.69, -21.43], [-36.49, -2.09, -22.07], [-36.35, -2.85, -20.51], [-37.82, -0.16, -20.59], [-37.20, 1.02, -19.58], [-37.45, -0.62, -18.94]], "lowdin_charge": [1.399, -0.387, -0.073, -0.119, -0.071, -0.096, -0.354, -0.096, -0.067, -0.079, -0.079, -0.251, 0.846, -0.604, -0.252, 0.049, 0.044, 0.039, 0.036, 0.058, 0.039, -0.281, 0.847, -0.596, -0.239, 0.048, 0.049, 0.038, 0.044, 0.047, 0.049, -0.258, 0.875, -0.629, -0.280, 0.051, 0.039, 0.061, 0.044, 0.058, 0.043, -0.250, 0.810, -0.599, -0.261, 0.051, 0.047, 0.050, 0.054, 0.051, 0.050, -0.265, 0.840, -0.622, -0.238, 0.036, 0.062, 0.048, 0.053, 0.047, 0.044], "max_force_ev_per_a": 5.21, "homo_energy_ev": -7.81, "homo_lumo_gap_ha": 0.1201}

=====

Entry 4:
{"formula": "C5H6N2O", "method": "ωB97M-V/def2-TZVPD", "symbols": ["C", "C", "C", "C", "C", "N", "N", "O", "H", "H", "H", "H", "H", "H"], "xyz": [[1.18, -1.32, 2.38], [-0.69, -1.22, 0.24], [0.57, -1.19, 1.12], [-1.00, 1.25, -1.34], [0.30, 0.93, -0.49], [1.56, -1.56, 3.45], [-0.08, -0.11, 0.39], [-1.59, -1.91, -0.07], [1.96, -1.51, 0.09], [-1.70, 1.38, -0.59], [-1.00, 2.17, -1.79], [-1.18, 0.46, -1.99], [1.06, 0.68, -1.26], [0.60, 1.94, -0.14]], "lowdin_charge": [-0.231, -0.445, -0.096, -0.041, -0.175, 0.156, 0.010, 0.168, 0.227, 0.064, 0.051, 0.063, 0.122, 0.128], "max_force_ev_per_a": 5.96, "homo_energy_ev": -10.24, "homo_lumo_gap_ha": 0.3618}

=====

Entry 5:
{"formula": "C4H12O3", "method": "ωB97M-V/def2-TZVPD", "symbols": ["C", "C", "C", "C", "O", "H", "H", "H", "H", "H", "H", "H", "H", "H", "H", "O", "H", "H", "O"], "xyz": [[-0.82, 1.31, 0.47], [-1.04, 0.30, -0.43], [-0.33, 0.31, -1.72], [-1.89, -0.84, 0.12], [-0.22, 2.44, 0.19], [-1.18, 1.18, 1.56], [0.15, -1.29, 2.07], [-1.11, 0.39, -2.64], [0.31, -0.55, -1.80], [0.35, 1.10, -1.78], [-2.95, -0.87, -0.18], [-1.96, -0.77, 1.22], [-1.44, -1.82, -0.18], [2.36, -2.21, 1.51], [1.42, -1.00, 1.37], [2.32, -1.40, 0.94], [1.47, 1.80, -0.13], [2.31, 0.54, -0.03], [2.26, 1.37, -0.55]], "lowdin_charge": [-0.221, -0.197, -0.014, -0.087, -0.003, 0.140, 0.136, 0.171, 0.100, 0.041, 0.091, 0.048, 0.104, 0.029, -0.057, -0.209, 0.009, 0.014, -0.093], "max_force_ev_per_a": 7.72, "homo_energy_ev": -8.40, "homo_lumo_gap_ha": 0.1583}

=====

Entry 6:
{"formula": "C2H4N2O4S", "method": "ωB97M-V/def2-TZVPD", "symbols": ["C", "C", "N", "N", "O", "O", "O", "O", "S", "H", "H", "H", "H"], "xyz": [[-0.39, 0.95, 0.09], [-0.60, -0.54, 0.06], [0.50, -1.22, -0.44], [0.88, 1.18, -0.49], [-1.15, 1.80, 0.39], [1.79, -0.11, 1.49], [2.99, -0.24, -0.67], [1.38, 2.44, -0.26], [1.81, -0.14, 0.09], [-0.84, -0.72, 1.14], [-1.57, -0.67, -0.28], [0.50, -1.58, -1.37], [0.69, 3.07, -0.24]], "lowdin_charge": [-0.482, -0.212, -0.055, -0.163, 0.149, -0.215, -0.227, 0.035, 0.707, 0.153, 0.119, 0.107, 0.087], "max_force_ev_per_a": 3.90, "homo_energy_ev": -10.20, "smiles": "O=C1CNS(=O)(=O)N1O", "homo_lumo_gap_ha": 0.3925}

=====

Number 1: calculated total energy -96135.7629 eV. Number 2: calculated total energy -17596.0184 eV. Number 3: calculated total energy -82563.5671 eV. Number 4: calculated total energy -10304.1909 eV. Number 5: calculated total energy -10478.0391 eV. Number 6: calculated total energy -24141.0649 eV.